Record 1
{"formula": "CN2O2S2", "method": "ωB97M-V/def2-TZVPD", "species": ["C", "N", "N", "O", "O", "S", "S"], "positions_angstrom": [[-0.4909, 0.8194, -0.1486], [0.5095, 1.3230, 0.2026], [-1.5566, 0.2254, -0.3595], [0.9137, -1.3319, 1.0417], [1.4644, -0.9425, -1.1585], [-2.4176, -1.0396, 0.0148], [1.7140, -0.5107, 0.1596]], "forces_ev_per_angstrom": [[1.458, 1.248, 1.349], [-0.677, 0.974, -0.543], [-3.004, -2.204, -0.504], [0.305, 0.573, 1.161], [0.422, 0.151, -2.906], [1.076, 1.284, -0.366], [0.421, -2.025, 1.810]], "spin_multiplicity": 1, "homo_energy_ha": [-0.3743, -0.3654], "max_force_ev_per_a": 3.8, "lumo_ev": [-3.439, -3.304], "charge": 0}

Record 2
{"formula": "CN2OS", "method": "ωB97M-V/def2-TZVPD", "species": ["C", "N", "N", "O", "S"], "positions_angstrom": [[1.2171, 0.2157, -2.4547], [-0.1840, -0.1501, 0.5845], [-0.4620, -0.0270, 1.6697], [0.2656, -0.1727, -2.9185], [-0.8368, 0.1341, 3.1190]], "forces_ev_per_angstrom": [[-0.337, -0.138, -0.171], [-0.266, 0.126, 1.062], [1.131, -0.508, -4.435], [0.340, 0.139, 0.163], [-0.868, 0.382, 3.382]], "spin_multiplicity": 1, "homo_energy_ha": -0.3723, "max_force_ev_per_a": 4.6, "lumo_ev": 0.499, "charge": 0}

Record 3
{"formula": "CN3O3S", "method": "ωB97M-V/def2-TZVPD", "species": ["C", "N", "N", "N", "O", "O", "O", "S"], "positions_angstrom": [[1.4070, -0.6817, -2.1028], [2.0428, -1.6607, -2.1779], [0.3133, -0.0062, -1.7836], [-1.3601, 0.2988, 2.3104], [-0.1641, 0.9282, -2.4849], [-1.0033, -0.8680, 2.5690], [-2.5015, 0.6123, 2.2824], [-0.1828, 1.3518, 2.0374]], "forces_ev_per_angstrom": [[1.986, -2.499, -0.850], [-0.309, 1.486, -0.104], [-4.046, 4.258, -0.869], [1.445, -2.989, 0.694], [2.324, -3.238, 1.913], [-0.460, -0.772, 0.138], [-3.781, 0.794, -0.070], [2.840, 2.961, -0.853]], "spin_multiplicity": 1, "homo_energy_ha": [-0.1233, -0.1232], "max_force_ev_per_a": 5.9, "lumo_ev": [0.173, 0.172], "charge": -1}

Values of energy relative to the best compared isomer or geometry (same formula, charge and spin), in order: 0.488 0.000 3.893, all in eV.